w.
{
  "formula": "C3H5F",
  "method": "ωB97M-V with the def2-TZVPD basis set",
  "species": ["F", "C", "C", "C", "H", "H", "H", "H", "H"],
  "positions_angstrom": [[-1.93, -0.04, -0.20], [-0.66, -0.05, 0.43], [0.55, -0.70, -0.21], [0.37, 0.80, -0.14], [-0.74, -0.35, 1.43], [1.26, -1.16, 0.41], [0.36, -1.13, -1.17], [1.00, 1.46, 0.46], [-0.22, 1.17, -1.01]],
  "smiles": "FC1CC1",
  "spin_multiplicity": 1,
  "orbital_gap_ev": 11.73,
  "e_lumo_ha": 0.0465
}

---

x.
{
  "formula": "C3H5F",
  "method": "ωB97M-V with the def2-TZVPD basis set",
  "species": ["C", "C", "F", "H", "C", "H", "H", "H", "H"],
  "positions_angstrom": [[0.21, -1.59, 1.95], [1.12, -0.98, 1.46], [2.19, -0.39, 1.08], [-0.43, -2.29, 2.19], [-0.60, 1.07, -1.38], [-1.22, 1.12, -2.19], [-1.30, 0.80, -0.50], [0.14, 0.31, -1.53], [-0.10, 1.93, -1.07]],
  "smiles": "C#CF.C",
  "spin_multiplicity": 1,
  "orbital_gap_ev": 11.46,
  "e_lumo_ha": 0.0317
}

---

Which of them is most stable, and which least? Most stable: w; least stable: x.

---

w.
{
  "formula": "C18H32O18",
  "method": "ωB97M-V with the def2-TZVPD basis set",
  "species": ["C", "O", "C", "O", "O", "C", "H", "H", "H", "H", "H", "H", "C", "O", "C", "O", "O", "C", "H", "H", "H", "H", "H", "H", "C", "O", "C", "O", "O", "C", "H", "H", "H", "H", "H", "H", "C", "O", "C", "O", "O", "C", "H", "H", "H", "H", "H", "H", "O", "C", "O", "C", "C", "O", "H", "H", "H", "H", "O", "C", "O", "C", "C", "O", "H", "H", "H", "H"],
  "positions_angstrom": [[-4.23, -7.66, 2.63], [-5.07, -8.39, 1.74], [-6.37, -8.15, 1.86], [-6.92, -7.25, 2.44], [-7.00, -9.15, 1.13], [-8.44, -9.18, 0.70], [-4.72, -7.42, 3.58], [-4.01, -6.72, 2.13], [-3.32, -8.21, 2.87], [-8.41, -9.63, -0.29], [-8.75, -8.14, 0.56], [-9.11, -9.77, 1.32], [-15.47, -8.70, -1.47], [-16.69, -8.38, -2.14], [-17.42, -7.37, -1.87], [-17.24, -6.59, -0.92], [-18.44, -7.43, -2.71], [-19.50, -6.54, -2.57], [-15.49, -9.05, -0.43], [-14.81, -7.85, -1.30], [-14.74, -9.27, -2.05], [-20.33, -6.95, -1.99], [-19.88, -6.39, -3.58], [-19.26, -5.55, -2.19], [-10.40, -8.71, 4.39], [-11.02, -8.93, 3.13], [-12.35, -9.14, 2.99], [-12.99, -9.27, 1.97], [-12.91, -9.31, 4.23], [-14.31, -9.28, 4.43], [-9.33, -8.62, 4.18], [-10.47, -9.67, 4.90], [-10.78, -7.92, 5.04], [-14.57, -8.24, 4.27], [-14.68, -9.42, 5.45], [-14.71, -9.89, 3.62], [-12.17, -9.79, -7.65], [-11.04, -10.24, -6.91], [-11.22, -10.87, -5.67], [-12.26, -10.98, -5.02], [-10.03, -11.30, -5.26], [-9.85, -11.90, -3.97], [-12.71, -8.95, -7.23], [-12.69, -10.75, -7.67], [-11.76, -9.62, -8.64], [-10.66, -12.57, -3.69], [-9.75, -11.09, -3.24], [-8.85, -12.29, -3.80], [-3.92, -5.96, 0.04], [-4.76, -5.09, -0.13], [-4.64, -3.82, 0.03], [-5.79, -3.15, -0.49], [-6.83, -4.21, -0.61], [-6.01, -5.39, -0.62], [-6.04, -2.52, 0.37], [-5.61, -2.49, -1.34], [-7.49, -4.11, -1.47], [-7.42, -4.04, 0.29], [-8.37, -6.85, -2.24], [-9.58, -7.25, -2.21], [-10.59, -6.73, -1.46], [-11.57, -7.69, -1.23], [-11.37, -8.69, -2.28], [-10.05, -8.37, -2.80], [-11.52, -8.10, -0.22], [-12.62, -7.42, -1.27], [-12.16, -8.51, -3.01], [-11.45, -9.74, -2.00]],
  "smiles": "COC(=O)OC.COC(=O)OC.COC(=O)OC.COC(=O)OC.O=C1OCCO1.O=C1OCCO1",
  "spin_multiplicity": 1,
  "orbital_gap_ev": 10.76,
  "e_lumo_ha": 0.0154
}

---

x.
{
  "formula": "C18H32O18",
  "method": "ωB97M-V with the def2-TZVPD basis set",
  "species": ["C", "O", "C", "O", "O", "C", "H", "H", "H", "H", "H", "H", "C", "O", "C", "O", "O", "C", "H", "H", "H", "H", "H", "H", "C", "O", "C", "O", "O", "C", "H", "H", "H", "H", "H", "H", "C", "O", "C", "O", "O", "C", "H", "H", "H", "H", "H", "H", "O", "C", "O", "C", "C", "O", "H", "H", "H", "H", "O", "C", "O", "C", "C", "O", "H", "H", "H", "H"],
  "positions_angstrom": [[2.10, -2.48, -3.85], [1.92, -1.65, -5.00], [1.53, -0.39, -4.93], [1.25, 0.23, -5.90], [1.54, 0.06, -3.68], [1.10, 1.37, -3.40], [2.96, -3.11, -4.04], [1.22, -3.10, -3.73], [2.26, -1.86, -2.97], [1.98, 2.02, -3.47], [0.68, 1.42, -2.39], [0.28, 1.74, -4.02], [0.68, 0.17, 4.74], [0.38, -1.22, 4.83], [-0.86, -1.63, 4.61], [-1.82, -0.89, 4.55], [-0.84, -2.94, 4.50], [-2.06, -3.67, 4.58], [0.43, 0.61, 3.77], [1.76, 0.19, 4.85], [0.26, 0.76, 5.55], [-2.27, -3.80, 5.64], [-1.89, -4.67, 4.17], [-2.90, -3.19, 4.09], [-3.04, 2.86, 2.94], [-1.64, 2.59, 2.91], [-0.88, 3.51, 2.32], [-1.24, 4.57, 1.89], [0.37, 3.08, 2.34], [1.43, 4.07, 2.28], [-3.36, 3.27, 1.98], [-3.39, 3.38, 3.83], [-3.52, 1.88, 3.07], [2.35, 3.53, 2.11], [1.42, 4.50, 3.29], [1.19, 4.82, 1.53], [-1.73, -1.13, -3.42], [-2.94, -0.47, -3.75], [-2.90, 0.39, -4.74], [-1.95, 0.64, -5.44], [-4.09, 0.95, -4.87], [-4.40, 1.80, -5.95], [-1.28, -1.62, -4.28], [-1.94, -1.92, -2.69], [-1.01, -0.46, -2.93], [-4.60, 2.81, -5.57], [-5.36, 1.51, -6.36], [-3.62, 1.73, -6.71], [3.97, 0.50, 3.04], [4.19, -0.44, 2.34], [5.30, -0.56, 1.59], [5.23, -1.74, 0.81], [3.92, -2.46, 1.29], [3.37, -1.48, 2.16], [5.25, -1.51, -0.25], [6.09, -2.38, 1.05], [4.25, -3.37, 1.77], [3.31, -2.48, 0.39], [0.87, -2.14, -0.81], [0.13, -1.39, -0.26], [-0.63, -1.68, 0.82], [-1.33, -0.50, 1.23], [-1.17, 0.40, 0.03], [-0.01, -0.10, -0.61], [-2.36, -0.78, 1.40], [-0.88, 0.02, 2.08], [-1.06, 1.45, 0.30], [-2.02, 0.40, -0.66]],
  "smiles": "COC(=O)OC.COC(=O)OC.COC(=O)OC.COC(=O)OC.O=C1OCCO1.O=C1OCCO1",
  "spin_multiplicity": 1,
  "orbital_gap_ev": 10.81,
  "e_lumo_ha": 0.0150
}

---

Which of them is most stable, and which least? Most stable: x; least stable: w.

---

w.
{
  "formula": "C5H14NO",
  "method": "ωB97M-V with the def2-TZVPD basis set",
  "species": ["C", "C", "C", "C", "C", "N", "H", "H", "H", "H", "H", "H", "H", "H", "H", "H", "H", "H", "H", "H", "O"],
  "positions_angstrom": [[-0.13, 2.07, 1.04], [-0.08, 0.60, 0.62], [-1.36, -0.17, 0.28], [-1.43, -0.20, -1.25], [0.28, -1.56, -2.66], [-0.40, -1.36, -1.50], [0.88, 2.31, 1.17], [-0.71, 2.56, 1.87], [-0.43, 2.70, 0.07], [0.50, 0.00, 1.34], [0.64, 0.66, -0.30], [-2.33, 0.34, 0.57], [-1.44, -1.22, 0.66], [-1.23, 0.72, -1.73], [-2.42, -0.55, -1.72], [1.37, -1.69, -2.63], [-0.43, -1.37, -3.46], [0.23, -1.53, -0.72], [3.21, -0.20, 2.47], [2.41, 1.12, 2.56], [2.36, 0.15, 2.78]],
  "charge": 1,
  "spin_multiplicity": 1,
  "orbital_gap_ev": 8.25,
  "e_lumo_ha": -0.2218
}

---

x.
{
  "formula": "C5H14NO",
  "method": "ωB97M-V with the def2-TZVPD basis set",
  "species": ["C", "C", "C", "C", "C", "N", "O", "H", "H", "H", "H", "H", "H", "H", "H", "H", "H", "H", "H", "H", "H"],
  "positions_angstrom": [[0.08, 2.41, 2.18], [-1.78, 1.83, 0.39], [1.01, 0.04, 0.33], [-0.41, 2.02, 0.83], [0.56, -1.21, -0.22], [0.70, -3.55, -2.53], [0.83, -1.37, -1.46], [1.05, 2.28, 2.34], [-0.49, 1.96, 2.92], [-0.04, 3.42, 2.25], [-2.24, 0.87, 0.81], [-2.29, 2.80, 0.48], [-1.85, 1.68, -0.62], [1.67, 0.60, -0.25], [1.04, 0.00, 1.36], [0.18, 2.34, -0.10], [-0.06, -1.95, 0.23], [1.03, -4.53, -2.42], [1.01, -2.35, -1.73], [1.26, -3.30, -3.35], [-0.26, -3.67, -2.75]],
  "charge": 1,
  "spin_multiplicity": 1,
  "orbital_gap_ev": 7.59,
  "e_lumo_ha": -0.1859
}

---

y.
{
  "formula": "C5H14NO",
  "method": "ωB97M-V with the def2-TZVPD basis set",
  "species": ["C", "C", "N", "C", "C", "C", "H", "H", "H", "H", "H", "H", "H", "H", "H", "H", "H", "H", "H", "H", "O"],
  "positions_angstrom": [[-1.05, -0.04, -1.84], [0.06, 0.46, -0.91], [-0.37, 0.06, 0.48], [0.28, -1.17, 0.94], [1.68, -1.02, 0.24], [1.37, -0.27, -1.05], [-0.69, -1.03, -2.28], [-1.19, 0.62, -2.55], [-1.98, -0.28, -1.46], [0.24, 1.57, -0.94], [-1.38, -0.10, 0.60], [-0.18, 0.79, 1.13], [0.41, -1.27, 2.08], [-0.29, -2.02, 0.50], [2.47, -0.55, 1.04], [2.24, -2.01, 0.05], [1.50, -0.94, -1.87], [2.27, 0.44, -1.12], [-2.50, 2.02, 2.34], [-1.26, 2.54, 2.72], [-1.62, 2.22, 1.90]],
  "charge": 1,
  "spin_multiplicity": 1,
  "orbital_gap_ev": 12.15,
  "e_lumo_ha": -0.1134
}

---

z.
{
  "formula": "C5H14NO",
  "method": "ωB97M-V with the def2-TZVPD basis set",
  "species": ["C", "C", "N", "C", "C", "C", "H", "H", "H", "H", "H", "H", "H", "H", "H", "H", "H", "H", "H", "H", "O"],
  "positions_angstrom": [[-0.25, -1.98, -0.51], [0.07, -0.51, -0.62], [-0.10, 0.18, 0.74], [0.71, 1.42, 0.64], [1.98, 0.95, -0.07], [1.52, -0.19, -0.98], [-1.27, -2.12, -0.15], [0.47, -2.51, 0.12], [-0.18, -2.41, -1.51], [-0.66, -0.03, -1.28], [0.27, -0.46, 1.44], [-1.09, 0.39, 0.91], [0.13, 2.09, 0.01], [0.93, 1.85, 1.61], [2.43, 1.78, -0.61], [2.68, 0.59, 0.69], [2.12, -1.08, -0.81], [1.64, 0.01, -2.04], [-3.41, 0.93, 0.92], [-3.39, -0.61, 0.90], [-2.95, 0.17, 0.53]],
  "charge": 1,
  "spin_multiplicity": 1,
  "orbital_gap_ev": 12.86,
  "e_lumo_ha": -0.1095
}

---

Which of them is most stable, and which least? Most stable: z; least stable: x.

---

w.
{
  "formula": "C4H6NO",
  "method": "ωB97M-V with the def2-TZVPD basis set",
  "species": ["O", "C", "C", "C", "N", "C", "H", "H", "H", "H", "H", "H"],
  "positions_angstrom": [[1.90, -2.17, 0.06], [1.06, -1.35, 0.15], [-0.46, -1.42, 0.23], [-0.32, 0.36, 0.53], [0.30, 0.82, -0.68], [1.14, 0.18, 0.34], [-1.01, -1.63, -0.68], [-0.85, -1.98, 1.07], [-0.91, 0.96, 1.19], [0.42, 1.83, -0.81], [0.12, 0.34, -1.57], [1.98, 0.73, 0.74]],
  "smiles": "O=C1C[C@@H]2[NH2+][C@H]12",
  "charge": 1,
  "spin_multiplicity": 1,
  "orbital_gap_ev": 10.98,
  "e_lumo_ha": -0.1516
}

---

x.
{
  "formula": "C4H6NO",
  "method": "ωB97M-V with the def2-TZVPD basis set",
  "species": ["C", "C", "C", "C", "N", "O", "H", "H", "H", "H", "H", "H"],
  "positions_angstrom": [[-0.08, 0.54, 0.69], [-0.91, -0.33, 0.45], [0.82, 1.23, -0.57], [-1.72, -1.43, 0.23], [2.02, 0.81, -0.47], [0.24, 1.95, -1.28], [0.27, 1.08, 1.45], [-2.65, -1.15, 0.53], [-1.52, -2.40, 0.75], [-1.70, -1.60, -0.81], [2.66, 0.81, -1.27], [2.58, 0.48, 0.31]],
  "charge": 1,
  "spin_multiplicity": 1,
  "orbital_gap_ev": [9.49, 9.49],
  "e_lumo_ha": [-0.2283, -0.2283]
}

---

Which of them is most stable, and which least? Most stable: w; least stable: x.